Computed, not measured: 2 unconnected molecules or ions with the total composition C4H8O3, with ωB97M-V/def2-TZVPD.

```
15
Properties=species:S:1:pos:R:3:forces:R:3
C -1.409591 2.090175 -0.640026 0.03 -0.14 -0.27
O -1.214937 1.358889 -1.581696 -0.14 0.38 0.37
C 1.078852 0.181608 -0.567582 0.21 0.26 0.20
O 1.629415 1.127416 -0.043371 -0.21 -0.43 -0.30
C 0.010496 -0.598035 0.175584 0.03 -0.08 -0.17
C 0.508025 -2.005641 0.506487 0.04 -0.06 0.03
O -0.349264 0.128019 1.324244 0.09 0.06 0.09
H -0.606407 2.720894 -0.216476 -0.05 -0.10 -0.06
H -2.400936 2.164734 -0.158221 0.07 -0.01 -0.07
H 1.358316 -0.157270 -1.580531 -0.02 0.00 0.11
H -0.866107 -0.673162 -0.478742 0.13 -0.02 0.05
H 0.710998 -2.576867 -0.406807 -0.02 0.10 0.13
H -0.263515 -2.529744 1.076739 0.11 0.08 -0.09
H 1.419314 -1.968311 1.112176 -0.11 0.01 -0.08
H 0.395340 0.737294 1.478220 -0.16 -0.03 0.05
```
Forces are in eV/Å.

Energy above the lowest of the compared OMol25 structures with the same formula, charge and spin ... 48.8 kcal per mole
Calculated total energy ... -10418.8870 eV
Molar mass ... 104.1 g mol⁻¹
Max |F| ... 0.56 eV Å⁻¹
E_LUMO ... 0.738 eV
Multiplicity ... 1
Gap between HOMO and LUMO ... 11.01 eV

The computed Löwdin charges, all in e, follow: -0.12 -0.02 -0.21 0.05 -0.43 -0.03 -0.03 0.09 0.09 0.14 0.14 0.08 0.08 0.09 0.09